ORCA calculation (wB97M-V/def2-TZVPD) on 2 unconnected molecules or ions with the total composition C5H11N2 in a non-equilibrium geometry.

Each line ends with the Mulliken charge.
Atoms and positions in Å:
N1 0.4553 -0.8257 -0.1121  -0.12
N2 -1.7684 -1.2930 0.0673  -0.32
C1 -1.2179 1.6957 0.0677  -1.03
C2 2.8637 -0.4344 -0.4775  -1.05
C3 -0.7479 -0.6689 0.5359  0.09
C4 -2.9475 -0.9906 -0.1658  -0.13
C5 1.6557 -0.5724 0.3916  0.02
H1 -1.9420 2.1144 -0.5227  0.51
H2 -0.4583 -0.2043 1.5491  0.30
H3 -1.0977 2.0347 1.1144  0.31
H4 2.7600 0.5044 -1.0156  0.30
H5 3.7556 -0.3912 0.1120  0.35
H6 -3.7064 -1.7242 -0.1460  0.32
H7 2.9338 -1.3252 -1.0818  0.37
H8 0.5517 -1.3553 -1.0201  0.30
H9 -3.2524 0.1743 -0.2290  0.14
H10 -0.1832 1.6279 -0.3761  0.26
H11 1.5717 -0.1513 1.3583  0.37

Results
Calculated total energy ... -306.1851 a.u.
Total charge ... +1
ΔE to the lowest compared entry with this formula, charge and spin ... 520.7 kJ/mol
Frontier orbital gap (alpha / beta) ... 6.75 / 8.16 eV
Molar mass ... 99.157 u
Largest force on an atom ... 0.094 Eh/bohr


ORCA calculation (wB97M-V/def2-TZVPD) on 4 unconnected molecules or ions with the total composition H8O4 in a non-equilibrium geometry.

Each line ends with the Mulliken charge.
Atoms and positions in Å:
O1 -1.0813 -0.4698 -2.1649  -0.61
O2 -0.0822 0.5964 3.1238  -0.62
O3 1.5912 -0.0634 -1.0521  -0.67
O4 -0.6084 -0.1846 0.5119  -0.65
H1 0.2015 -0.2763 3.4454  0.30
H2 0.1219 -0.2386 -0.0731  0.44
H3 -1.2052 0.4787 -2.2491  0.34
H4 1.4016 0.3377 -1.9180  0.32
H5 -0.5497 -0.4456 -1.3556  0.20
H6 2.5651 -0.2680 -1.1719  0.31
H7 -0.9007 0.3683 2.6435  0.31
H8 -1.4539 0.1650 0.2601  0.33

Results
Calculated total energy ... -305.7184 a.u.
Structure (SMILES) ... O.O.O.O
ΔE to the lowest compared entry with this formula, charge and spin ... 159.6 kJ/mol
Frontier orbital gap ... 10.98 eV
Molar mass ... 72.060 u
Largest force on an atom ... 0.058 Eh/bohr


ORCA calculation (wB97M-V/def2-TZVPD) on a molecular structure, C30H35AuN3O4PS3Te.

Each line ends with the Löwdin spin population.
Atoms and positions in Å:
Au1 1.1904 0.0643 1.2179  0.08
Te1 -0.7654 0.6576 -0.3389  0.66
S1 2.7026 -1.2330 2.6073  0.00
S2 3.2647 -0.3791 -0.5812  0.07
S3 -0.4951 -6.3482 -0.3215  0.00
P1 4.0469 -0.6374 1.2182  0.00
O1 5.3166 -1.5987 1.2438  0.00
O2 -0.1702 2.5815 -0.5033  0.14
O3 4.7246 0.7479 1.5796  0.00
O4 0.7171 0.2020 -6.8197  0.00
N1 0.5611 0.9499 -4.3111  0.15
N2 -3.2807 -7.7825 2.9981  0.00
N3 -1.1354 -1.8505 -0.2352  0.03
C1 1.5837 -1.9981 -6.2338  0.00
C2 -0.7956 -4.6015 -0.2640  0.00
C3 -0.8148 -3.9019 0.9384  0.00
C4 1.0338 -0.3276 -4.5687  0.00
C5 -0.7150 5.5688 -2.4808  0.10
C6 0.5845 1.5840 -3.0954  0.40
C7 -0.4896 5.1076 -3.7757  0.00
C8 1.9594 -2.8836 -5.2216  0.03
C9 -1.1287 -2.5239 -1.3829  0.01
C10 -0.5892 4.6960 -1.4115  0.00
C11 -0.1052 3.7988 -3.9798  0.08
C12 -1.5846 -6.8872 0.9799  0.00
C13 1.4009 -1.2236 -3.5738  0.03
C14 0.9017 -0.0962 -8.1908  0.00
C15 -1.0864 -7.6160 2.0467  0.00
C16 -0.9627 -3.8971 -1.4469  0.00
C17 -0.2168 3.3713 -1.6018  0.08
C18 6.8116 0.5423 2.8323  0.00
C19 5.3856 -3.0447 1.1091  0.00
C20 1.8678 -2.4938 -3.8999  0.00
C21 1.1246 -0.7360 -5.9128  0.02
C22 -3.7448 -7.0841 1.9612  0.00
C23 0.0783 2.8968 -2.9064  0.04
C24 -1.9773 -8.0402 3.0255  0.00
C25 5.3352 -3.6724 2.4893  0.00
C26 -2.9464 -6.6187 0.9295  0.00
C27 4.6721 1.1349 4.0301  0.00
C28 -0.9867 -2.5334 0.9062  0.01
C29 5.4598 1.2244 2.7378  0.00
C30 4.3411 -3.6161 0.1692  0.00
H1 1.3469 -0.9263 -2.5345  0.01
H2 -4.8122 -6.8950 1.9523  0.00
H3 4.5767 0.1039 4.3680  0.00
H4 -0.8072 5.0164 -0.4003  0.00
H5 7.4156 1.0483 3.5877  0.00
H6 -1.6195 -8.6050 3.8792  0.00
H7 5.6043 2.2755 2.4889  0.00
H8 5.1960 1.7077 4.7975  0.00
H9 0.1698 1.4301 -5.1037  0.00
H10 4.4840 -4.6955 0.0986  0.00
H11 6.6972 -0.5031 3.1180  0.00
H12 -3.3733 -6.0635 0.1044  0.00
H13 -0.5931 5.7772 -4.6199  0.00
H14 4.4215 -3.1793 -0.8249  0.00
H15 -0.0323 -7.8492 2.1169  0.00
H16 -0.9580 -4.4051 -2.4016  0.00
H17 -0.9970 6.5991 -2.3076  0.01
H18 0.1186 3.4708 -4.9880  0.01
H19 5.5130 -4.7462 2.4089  0.00
H20 0.5615 0.7759 -8.7418  0.00
H21 -1.2524 -1.9350 -2.2856  0.00
H22 6.3774 -3.1940 0.6821  0.00
H23 3.3347 -3.4206 0.5450  0.00
H24 2.1623 -3.1698 -3.1066  0.00
H25 2.3223 -3.8694 -5.4811  0.00
H26 -0.9734 -1.9468 1.8165  0.00
H27 6.1009 -3.2411 3.1348  0.00
H28 3.6710 1.5470 3.9074  0.00
H29 4.3589 -3.5128 2.9478  0.00
H30 1.1345 1.0938 -2.3066  0.03
H31 1.6683 -2.3013 -7.2675  0.00
H32 7.3343 0.5856 1.8775  0.00
H33 1.9558 -0.2798 -8.4128  0.00
H34 -0.6853 -4.4137 1.8823  0.00
H35 0.3110 -0.9648 -8.4920  0.00

Results
Calculated total energy ... -3569.0828 a.u.
Multiplicity ... 3
Frontier orbital gap (alpha / beta) ... 5.49 / 5.43 eV
Molar mass ... 953.369 u
Largest force on an atom ... 0.011 Eh/bohr


ORCA calculation (wB97M-V/def2-TZVPD) on a molecular structure, C57H146N6O19 in a non-equilibrium geometry.

Each line ends with the Mulliken charge.
Atoms and positions in Å:
O1 -7.2102 -7.5014 -5.4463  -0.37
O2 6.9175 -0.5170 -3.0035  -0.45
O3 -1.4613 1.6615 7.2782  -0.79
O4 -3.2840 2.4869 -0.3543  1.68
O5 4.5201 0.0897 -4.2939  0.14
O6 1.3277 -0.2651 -0.9033  0.75
O7 3.1699 3.1725 6.0436  -0.39
O8 1.5725 -2.6833 2.8096  -0.47
O9 4.1064 3.3649 -5.7755  -0.50
O10 -5.3270 6.1777 2.0556  -0.58
O11 -6.0139 0.9157 4.2738  -0.60
O12 -4.1196 -2.4567 -4.0759  -0.42
O13 -0.0192 1.5645 2.4053  0.64
O14 7.5867 -4.9085 -4.2860  -0.27
O15 -0.5838 -4.7670 -1.5802  -0.43
O16 5.3411 -0.0753 -0.1435  0.95
O17 -0.4300 5.5416 5.1664  -0.49
O18 0.4799 4.7948 -0.7950  -0.54
O19 -4.3464 -1.0755 3.3620  -0.42
N1 0.6133 3.6842 6.9726  0.06
N2 7.0446 -3.3068 -2.1363  -0.31
N3 -4.6309 -5.0942 -6.6016  -0.33
N4 1.7809 3.2271 -2.9534  -0.33
N5 -1.0417 0.5226 0.2079  1.52
N6 4.0889 -1.0523 2.6488  -0.33
C1 -0.6884 5.3291 -0.1871  0.12
C2 -3.2857 -2.3452 -2.9443  -0.07
C3 -5.1076 -1.8098 2.4187  0.97
C4 -5.9999 1.8722 2.0531  0.55
C5 5.2934 2.6913 -5.4759  -0.28
C6 -1.4268 1.6941 2.2723  1.79
C7 6.5817 -4.7072 -2.1432  -0.51
C8 7.6029 -5.4720 -2.9867  -0.76
C9 1.8236 3.0255 -1.5020  -0.01
C10 5.7689 0.1040 1.2008  -0.59
C11 0.3416 -3.0032 3.4240  -0.31
C12 5.0758 1.1265 -0.8566  -0.91
C13 2.9223 -0.8132 -5.7965  -1.55
C14 -5.8977 2.1497 3.5418  1.59
C15 -5.6799 -3.0677 3.0310  -1.65
C16 1.6255 -1.3580 2.3329  0.69
C17 -3.0647 1.9303 -2.6721  -1.41
C18 3.5915 2.1312 5.1775  -0.67
C19 6.6033 -0.9776 -1.6742  0.48
C20 1.7118 3.6074 7.9370  -0.84
C21 2.9878 -1.2002 1.6842  0.13
C22 -5.0198 3.2251 -1.7928  -1.60
C23 3.0705 2.9431 -3.5831  0.68
C24 -1.2683 4.8846 6.1138  0.23
C25 -1.8178 0.4734 1.4413  -0.39
C26 -5.2147 -6.2986 -6.0305  -0.38
C27 0.5133 3.3728 -0.8340  1.37
C28 5.4002 -1.1178 2.0217  -0.95
C29 -0.9740 -0.7251 -0.5228  0.66
C30 -5.0468 5.0086 1.2676  0.37
C31 0.6152 2.5926 3.1279  -0.49
C32 4.2340 -1.0778 -5.0726  1.11
C33 8.6275 -5.4457 -5.0989  -0.79
C34 -3.6817 4.5596 1.7629  -0.82
C35 -0.3954 4.6790 7.3553  -1.15
C36 2.7676 2.6976 7.3055  -0.67
C37 6.0144 -2.3581 -1.7383  -0.56
C38 2.4655 -0.1720 -1.7278  -1.81
C39 -4.0019 -3.7438 -4.6357  -0.18
C40 0.8356 -4.3649 0.3362  -0.65
C41 5.3679 -1.2596 -6.0927  -1.60
C42 0.1402 -0.6923 -1.5651  -1.57
C43 -4.9941 5.3889 -0.2134  -1.88
C44 0.7347 -4.9570 -1.0666  0.52
C45 -3.0995 0.3456 6.1773  -1.37
C46 -0.6368 0.0419 5.6857  -0.53
C47 -1.0065 5.4783 3.8688  -0.35
C48 -4.2368 -2.1001 1.1902  -0.70
C49 -8.5807 -7.4070 -5.1022  -0.70
C50 1.0055 -6.4617 -1.0469  -1.66
C51 2.9653 2.8824 -5.1027  -0.41
C52 -4.8924 -3.8675 -5.8620  -0.77
C53 -1.7509 1.0249 6.0399  3.18
C54 7.3376 0.8248 -3.0340  -0.55
C55 -6.9371 3.1533 4.0127  -1.46
C56 -6.7319 -6.3626 -6.1199  -0.40
C57 -4.0344 2.0997 -1.5020  0.82
H1 6.3007 -1.6137 -5.6597  0.26
H2 -7.0937 -6.3643 -7.1545  0.29
H3 -2.2164 -2.5079 -3.1183  0.31
H4 -2.1067 5.5536 6.3221  0.57
H5 8.5900 -5.4569 -2.5136  0.38
H6 -5.9330 -1.1649 2.0896  0.18
H7 2.8574 1.3556 4.9390  0.19
H8 -3.7231 4.6425 2.8474  0.31
H9 -0.5794 -0.7810 6.4068  0.60
H10 1.4018 3.1249 8.8634  0.38
H11 3.7647 2.6201 4.2186  0.25
H12 7.5471 1.0948 -4.0710  0.19
H13 0.3203 -7.0331 -0.4104  0.41
H14 6.0893 -1.1386 2.8708  0.51
H15 -4.4143 6.3016 -0.3536  0.43
H16 -2.6071 1.7896 -0.2382  -1.08
H17 0.3041 -4.0334 3.7655  0.42
H18 -2.2074 1.2864 -2.4600  0.07
H19 -5.8073 4.2552 1.4715  0.52
H20 -1.7355 1.7802 5.2412  -1.46
H21 2.3026 1.7051 7.2969  0.30
H22 -0.6744 5.0492 0.8715  -0.20
H23 3.1919 -2.1558 1.1781  0.27
H24 -4.4510 4.5899 -0.7763  -0.25
H25 1.0159 4.0262 6.1035  0.14
H26 5.9230 1.8144 -0.8507  0.71
H27 -4.8402 2.3993 3.6958  -0.50
H28 -2.8763 5.1228 1.2910  0.45
H29 -4.9145 -3.7878 3.3227  0.33
H30 2.1273 4.6104 8.0938  0.42
H31 2.4003 0.5831 -2.5140  0.38
H32 -3.3409 -2.6438 1.5023  0.17
H33 4.0034 -1.8550 3.2639  0.37
H34 0.0627 5.6323 7.6472  0.48
H35 -0.9927 4.3413 8.2047  0.39
H36 0.2795 -1.6969 -1.9798  0.54
H37 8.2681 -5.4230 -6.1237  0.22
H38 3.7887 3.7413 -3.3276  0.49
H39 4.8575 0.8309 -1.8821  -0.73
H40 8.2709 1.0252 -2.4957  0.32
H41 -7.1601 -5.4604 -5.6642  0.27
H42 4.9947 -2.0239 -6.7872  0.50
H43 -5.4259 3.2060 -2.8035  0.45
H44 9.5539 -4.8820 -4.9677  0.30
H45 -5.8481 3.2313 -1.0754  0.35
H46 -3.5752 -3.0954 -2.2005  0.31
H47 -3.3689 -0.1695 5.2576  0.11
H48 -3.3949 -1.3708 -2.4729  -0.31
H49 7.3543 -6.5379 -3.0601  0.50
H50 3.2285 0.1873 -1.0191  0.32
H51 0.3007 2.5964 4.1782  0.27
H52 1.4166 -4.4498 -1.7510  0.26
H53 0.4075 3.5752 2.6872  0.17
H54 -5.9383 -3.7746 -5.5700  0.18
H55 7.3883 -3.1512 -3.0759  0.38
H56 -3.8278 1.1067 6.4656  0.35
H57 1.5424 4.1974 -3.1314  0.41
H58 8.8302 -6.4743 -4.7880  0.33
H59 5.2791 0.9663 1.6694  0.39
H60 -7.8903 3.0241 3.5009  0.35
H61 5.5660 -2.0210 1.4174  0.28
H62 -0.7513 -1.6053 0.0931  -0.50
H63 -6.2176 6.4982 1.8836  0.41
H64 2.1134 3.4476 -5.4834  0.39
H65 0.3694 0.4618 5.7473  -0.20
H66 -1.5858 4.9437 -0.6793  -0.04
H67 0.4406 -3.3497 0.3465  -0.29
H68 6.1308 2.9629 -6.1283  0.42
H69 -1.9717 5.9985 3.8850  0.42
H70 -0.8704 -0.3780 4.7048  -0.38
H71 -8.6416 -6.6777 -4.2855  0.28
H72 2.8759 -1.1182 -2.0986  0.47
H73 -2.9533 -3.9187 -4.9208  0.31
H74 6.8511 0.2714 1.2109  0.39
H75 2.0024 -6.6510 -0.6411  0.37
H76 4.1650 1.6065 -0.4903  0.56
H77 2.9551 -0.3996 0.9473  -0.68
H78 2.7269 1.8507 -5.3953  -0.21
H79 5.3823 -0.0365 -3.8470  -0.16
H80 -4.9567 -0.4610 3.8113  0.12
H81 -5.2916 1.1020 1.7423  -0.92
H82 -1.5407 -0.4138 2.0317  0.18
H83 -3.5644 1.5520 -3.5650  0.49
H84 -5.9875 5.5076 -0.6476  0.46
H85 -6.3110 -2.7784 3.8735  0.40
H86 5.8721 -0.2587 -1.1749  -0.38
H87 0.2725 -4.9933 1.0296  0.46
H88 0.8698 -6.9215 -2.0267  0.38
H89 -4.7376 -3.0079 -6.5195  0.32
H90 3.6528 2.6435 7.9531  0.46
H91 -1.8699 -0.8701 -1.1288  -0.63
H92 -2.9021 0.3875 1.3702  -0.90
H93 -6.1737 1.0344 5.2130  0.28
H94 -4.6170 4.2446 -1.5766  0.66
H95 5.6564 -2.5921 -0.7317  0.08
H96 1.6932 2.4535 3.0762  -0.40
H97 0.4591 2.9660 0.1823  -0.76
H98 -4.7117 -2.7797 0.4810  0.55
H99 -1.9357 1.6785 3.2394  -0.59
H100 -9.1676 -7.0661 -5.9598  0.30
H101 -0.1171 -0.0220 -2.3948  0.35
H102 -1.5517 3.8812 5.7851  -0.24
H103 2.8997 0.0689 -6.4304  0.30
H104 -6.3283 -3.5912 2.3218  0.42
H105 -6.9974 1.4822 1.8308  0.68
H106 0.1294 -2.3410 4.2672  0.06
H107 -0.3909 6.0827 3.2030  0.41
H108 0.8323 -1.0682 1.6348  -0.36
H109 4.1843 -1.9695 -4.4388  0.19
H110 -0.4728 -2.8135 2.7127  -0.05
H111 5.6584 2.9261 -4.4705  0.18
H112 -0.0975 0.7649 0.4915  -0.48
H113 -3.0624 -0.3540 7.0140  0.40
H114 -1.6428 2.6130 1.7175  -0.59
H115 -8.9277 -8.3733 -4.7483  0.26
H116 7.5493 -0.9923 -1.1218  0.28
H117 -0.6060 6.4052 -0.3200  0.33
H118 4.5015 1.6733 5.5692  0.42
H119 1.4739 -0.6324 3.1439  0.22
H120 -4.8002 -7.1840 -6.5161  0.38
H121 -4.2226 -4.5723 -3.9496  0.22
H122 -0.3245 3.0072 -1.4377  -0.04
H123 -7.0545 3.1366 5.0982  0.47
H124 -0.7817 2.3216 7.0464  0.26
H125 2.7627 -1.7008 -6.4165  0.51
H126 -4.9559 -6.4247 -4.9699  0.19
H127 3.5073 2.0469 -3.1402  -0.80
H128 -4.6476 1.2133 -1.2946  0.21
H129 6.4413 -5.1227 -1.1466  0.36
H130 -4.0130 -1.1466 0.7161  -0.40
H131 -1.1921 -5.2944 -1.0519  0.31
H132 2.6324 3.5726 -1.0062  0.37
H133 1.8654 -4.2741 0.6829  0.30
H134 -1.1249 4.4515 3.5210  -0.32
H135 -3.4328 3.5385 1.4723  -0.13
H136 -5.7966 2.7780 1.4872  -1.12
H137 5.4879 -0.3829 -6.7290  0.27
H138 -2.6169 2.9089 -2.8615  0.34
H139 -3.6483 -5.2253 -6.7832  0.30
H140 5.2465 1.6138 -5.6670  -0.06
H141 1.9037 1.9390 -1.3894  -0.59
H142 5.1640 -2.4678 -2.4279  0.10
H143 6.5531 1.4903 -2.6657  0.01
H144 5.6146 -4.6798 -2.6675  0.24
H145 -6.6547 4.1940 3.8236  0.31
H146 2.1025 -0.7828 -5.0764  0.18

Results
Calculated total energy ... -4016.9183 a.u.
ΔE to the lowest compared entry with this formula, charge and spin ... 417.4 kJ/mol
Frontier orbital gap ... 8.71 eV
Molar mass ... 1219.818 u
Largest force on an atom ... 0.164 Eh/bohr